(1)
The molecule C10H18O at a distorted geometry. Source: the OMol25 dataset; level of theory: wB97M-V/def2-TZVPD.

The geometry in XYZ format:
```
29
Properties=species:S:1:pos:R:3
H 3.95295 -1.53604 0.27015
H 3.80709 -1.54370 -1.06693
H 4.88214 0.61100 -0.95412
H 1.54619 1.73928 -0.02353
H 2.51011 -1.99320 -0.33245
C -3.16411 1.01538 0.30588
H -2.17975 -0.27531 -1.00712
H -3.29598 1.02206 1.43080
O -4.82845 -0.47180 -0.82122
C 1.93589 0.65941 -0.26537
C -2.10501 -0.02234 -0.16420
H -3.28814 -1.64353 0.54094
H -5.31324 1.00904 0.14625
C 3.31466 -1.28671 -0.26324
C -2.15483 -1.35754 0.76662
H -0.78879 1.46377 -0.22572
H -0.58199 0.87126 1.08160
C 4.26387 0.94128 -0.01148
H 4.69790 0.65036 0.91219
H 0.27073 -0.45954 -1.49957
H -1.52328 -1.86118 0.49944
C 3.15618 0.05144 -0.21924
H -2.02705 -1.26596 1.71796
C 0.54282 -0.22340 -0.38587
C -4.53966 0.48383 -0.36760
H 3.97226 2.15238 -0.07708
H 0.57523 -1.29811 0.05473
H -2.88621 2.01901 -0.23411
C -0.75152 0.54887 0.19225
```

## Properties
* energy above the lowest of the compared OMol25 structures with the same formula, charge and spin: 243.10 kcal per mole
* molecular weight: 154.3 g mol⁻¹
* gap between HOMO and LUMO: 9.4856 eV
* F_max: 18.94 eV/Å
* SMILES: CC(C)=CCC[C@@H](C)CC=O
* total charge: 0


(2)
A 2-piece molecular cluster, C10H18O2Si overall at a distorted geometry. Source: the OMol25 dataset; level of theory: wB97M-V/def2-TZVPD.

The geometry in XYZ format:
```
31
Properties=species:S:1:pos:R:3
C 2.91062 1.18993 -3.65797
H -3.10389 -1.19852 -1.06029
H 3.01422 1.24124 -0.19777
H -0.85918 -0.02238 4.51235
H -0.40822 -0.97542 2.38648
H 1.51344 1.98057 -0.37915
H -2.82464 -0.43981 5.50542
H -2.86033 0.28188 -2.19061
H 1.54048 -2.07488 -2.94022
H 1.09452 -1.70590 -1.15748
H 2.64559 0.83376 -4.66482
H -2.09581 -1.40871 -2.21525
C -1.31182 -0.14783 0.68959
H 1.57707 0.53802 0.23764
C -0.07313 1.01587 -2.45007
O -1.53310 0.91995 2.76835
H 3.97594 0.90291 -3.42956
Si 1.69345 0.44064 -2.37281
C -1.38140 -0.14091 -0.54805
O -0.75974 1.52085 -3.26154
C -2.92333 -0.28548 4.46180
H 2.99286 2.31953 -3.43574
H 2.77039 -1.79991 -1.94272
C 1.76944 -1.45249 -2.11952
H -1.76791 1.56585 4.77828
H -3.69522 0.26203 4.12133
C -0.95290 -0.03472 1.98074
C 1.97528 1.10775 -0.63122
C -2.38729 -0.61806 -1.54572
C -1.63987 0.58671 4.10380
H -2.95205 -1.20016 4.09413
```

## Properties
* energy above the lowest of the compared OMol25 structures with the same formula, charge and spin: 125.94 kcal per mole
* molecular weight: 198.3 g mol⁻¹
* gap between HOMO and LUMO (alpha / beta): 6.8628 / 7.7377 eV
* F_max: 5.27 eV/Å
* total charge: 0


(3)
A 2-piece molecular cluster, C10H18O3S overall at a distorted geometry. Source: the OMol25 dataset; level of theory: wB97M-V/def2-TZVPD.

The geometry in XYZ format:
```
32
Properties=species:S:1:pos:R:3
C 1.40668 -1.41900 0.65167
H 0.65448 2.38290 -1.31993
H 1.68392 1.30439 -0.64657
H 1.67748 -2.86624 2.22288
C 0.86488 1.35263 -1.37797
C -0.37364 0.66698 -0.90692
C 1.01029 -2.09962 1.90389
H -0.19804 2.83978 1.62952
O -1.71209 -0.00289 0.98687
H -1.62252 2.89585 -0.30836
H -0.11876 -2.63549 -2.06109
H -2.31435 2.57664 1.16696
H -0.05851 -1.14927 -3.07835
O -2.82756 -0.94443 -1.07920
H 0.96287 1.60218 1.26091
H -0.20190 1.39932 2.61313
C -2.13609 2.13851 0.18366
S -1.76928 -1.18547 -0.12600
O -1.85275 -2.40192 0.62352
H 1.16707 1.19513 -2.41816
C -0.03207 1.70205 1.58093
H 1.01864 -1.38350 2.79353
C 0.19373 -1.59452 -2.03758
C 2.57550 -1.10779 0.13310
H -2.91695 1.70027 -0.34491
C -0.97641 1.14435 0.46416
H 3.40499 -1.54267 0.71171
H 2.63274 -0.43211 -0.64860
H 0.03957 -2.52020 2.00892
H -1.21515 0.66499 -1.63839
C -0.25872 -0.82469 -0.88090
H 1.29194 -1.45615 -2.06244
```

## Properties
* energy above the lowest of the compared OMol25 structures with the same formula, charge and spin: 81.80 kcal per mole
* molecular weight: 218.3 g mol⁻¹
* gap between HOMO and LUMO: 9.1161 eV
* F_max: 4.32 eV/Å
* total charge: 0


(4)
A 2-piece molecular cluster, C10H18OS overall at a distorted geometry. Source: the OMol25 dataset; level of theory: wB97M-V/def2-TZVPD.

The geometry in XYZ format:
```
30
Properties=species:S:1:pos:R:3
H 1.38109 -3.57781 1.29726
H 1.25143 -0.86871 -1.22282
C 0.76811 -1.71898 -0.80553
C 0.66679 -1.48302 0.66687
H -0.17237 2.42610 -0.00439
C -2.31679 0.55380 -1.82389
C 1.55473 1.04224 1.20399
H 1.34559 -2.55551 -1.06380
H 0.20942 0.89508 -3.19697
H -1.37394 -0.78969 0.99669
S 1.70307 2.78832 1.38022
H -0.18775 -1.88447 -1.25665
C -0.76579 -1.60684 1.23450
H -2.34183 0.36832 -2.83072
C 1.18022 -0.06145 0.95689
H -1.78357 3.24575 -0.43631
C -1.14570 1.39397 -1.52101
C -1.24248 2.25132 -0.23857
C 0.00432 1.25778 -2.13809
H 2.55561 2.70289 2.49639
H -2.25243 -0.34626 -1.17642
O 0.51362 3.25643 2.15257
C 1.64334 -2.51564 1.33074
H -3.26351 0.99926 -1.57691
H 0.92461 1.61450 -1.70880
H 1.73006 -2.39120 2.37686
H -0.68513 -1.67838 2.28844
H 2.68674 -2.36634 0.80448
H -1.41940 1.63703 0.68704
H -1.16810 -2.58848 1.12796
```

## Properties
* energy above the lowest of the compared OMol25 structures with the same formula, charge and spin: 125.26 kcal per mole
* molecular weight: 186.3 g mol⁻¹
* gap between HOMO and LUMO: 9.6531 eV
* F_max: 3.17 eV/Å
* total charge: 0


(5)
The molecule C10H18OSi at a distorted geometry. Source: the OMol25 dataset; level of theory: wB97M-V/def2-TZVPD.

The geometry in XYZ format:
```
30
Properties=species:S:1:pos:R:3
H 1.12456 -1.06725 2.03339
H 4.56341 1.12116 -2.11833
H 4.04650 -0.21927 -1.09473
H -1.76095 -3.05938 3.07996
H -1.17689 2.46533 0.35256
H 0.02704 1.31727 0.93798
H -0.83937 0.72075 -3.12867
C 2.44632 0.94634 -1.89246
H 2.37438 0.67897 -2.95327
H -0.97386 -0.31656 4.15293
H 3.98390 1.43171 -0.47153
C -0.02930 1.54196 -1.25929
C -2.13227 0.34875 -1.39064
C -1.26608 -0.91954 0.58587
C 3.84678 0.82019 -1.35806
C 1.39817 1.30835 -1.22564
C -0.77454 0.45940 -2.07289
C -0.69527 1.50797 0.14936
H -2.60198 0.69327 0.71940
H -2.66225 -0.56079 -1.66992
H -0.50257 -3.69021 2.03870
Si -0.33956 -1.19856 2.15714
H -0.21151 2.52878 -1.70229
C -1.75524 0.38928 0.09084
H -1.46913 -1.77102 -0.04921
H -0.23740 -0.48533 -1.97801
H -2.75484 1.20693 -1.65332
O -0.79665 -0.06171 3.25255
H -0.11328 -3.18909 3.66864
C -0.71813 -2.94770 2.79893
```

## Properties
* energy above the lowest of the compared OMol25 structures with the same formula, charge and spin: 72.55 kcal per mole
* molecular weight: 182.3 g mol⁻¹
* gap between HOMO and LUMO (alpha / beta): 7.4809 / 8.4243 eV
* F_max: 1.04 eV/Å
* total charge: 0


(6)
C10H19B3NaO5 as an isolated structure at a distorted geometry. Source: the OMol25 dataset; level of theory: wB97M-V/def2-TZVPD.

The geometry in XYZ format:
```
38
Properties=species:S:1:pos:R:3
H -0.05306 -3.29661 3.45337
H 0.48389 1.65519 1.61413
H 0.74038 0.16730 -4.04866
H 1.74562 -1.54762 1.98212
C -2.08940 1.60464 0.89668
H 1.18996 2.46410 0.20510
C 1.41796 -0.64444 -4.30793
O 2.68819 -2.09613 -2.96727
C 0.42262 1.76111 0.53058
C 0.79507 -1.44120 2.52287
H -3.03460 1.89583 0.42317
C -1.00221 3.77817 0.31910
C 1.18841 -2.33897 4.86786
H -1.07732 2.06532 -0.98559
H 0.70080 0.79651 0.08814
H 0.00622 -0.03196 -2.03170
H -0.12486 4.24890 -0.12613
O -1.59764 -0.73221 1.92649
B -0.44520 -1.43396 1.57537
H -2.11556 2.01490 1.90578
B -2.00602 0.05386 0.85354
H -1.92237 4.22270 -0.05278
C 0.59832 -2.44480 3.65185
C 1.60340 -1.65473 -3.17422
H -1.26022 -0.96742 -2.80012
O -0.45565 -2.07169 0.32230
H 2.40133 -0.20825 -4.49260
C -0.95700 2.26359 0.08390
C -0.44061 -1.03063 -2.07887
O 0.53601 -2.01737 -2.46491
H 0.83123 -0.46785 3.00935
O -2.23757 -0.67658 -0.32940
H -0.90866 3.94874 1.39326
Na 1.52265 -0.83211 -6.68367
B -1.05241 -1.30737 -0.64743
H 2.26988 -2.37516 4.98155
H 1.03185 -1.12741 -5.18864
H 0.60655 -2.19643 5.77338
```

## Properties
* molecular weight: 274.7 g mol⁻¹
* gap between HOMO and LUMO: 4.4751 eV
* F_max: 2.71 eV/Å
* total charge: +1


(7)
C10H19BN6OSSbSe4Ti as an isolated structure at a distorted geometry. Source: the OMol25 dataset; level of theory: wB97M-V/def2-TZVPD.

The geometry in XYZ format:
```
44
Properties=species:S:1:pos:R:3
Se -2.20514 -1.47751 1.34941
B 0.11532 2.68254 2.47469
H -2.43862 0.86881 -3.01257
N 2.67068 -1.28571 -1.81723
H -2.87259 -1.95629 -1.92636
H -2.26367 4.27288 -1.20301
C 1.35258 0.98002 3.93801
H -0.62426 3.05740 3.35413
H 2.22988 -0.92610 4.65065
Sb 1.90336 -5.01002 -0.88724
N 0.65075 1.26857 2.84032
H -3.81560 -1.16105 -3.21005
H -1.54273 -0.91563 -4.51142
N -0.69904 2.62451 1.13707
H 1.03338 3.44297 2.28308
H 2.11280 -1.06359 -2.62240
N 0.48623 0.15707 2.09814
N 3.12381 -0.92717 0.38301
C -1.06575 -0.69229 -3.55524
H -0.68160 -1.62164 -3.12865
C -3.23522 -0.99741 -2.29954
S 1.58859 0.91522 -0.78727
C 1.10497 -0.83851 2.74122
H 1.57528 1.75222 4.65559
C -0.75396 3.66413 0.29298
H 0.03264 4.39974 0.29917
C -2.06494 -0.07385 -2.58847
C 2.50489 -0.54831 -0.72689
H 2.90967 -0.43027 1.23146
O -1.39600 0.24955 -1.39740
H 1.08517 -1.83430 2.32915
C -1.92517 3.59745 -0.43734
H -0.23811 -0.00220 -3.72689
C 1.67508 -0.36644 3.91888
H -3.88675 -0.56725 -1.53822
H 3.17612 -2.17600 -1.75103
N -1.82214 1.85180 0.97696
H 3.53159 -1.86359 0.42484
Ti -0.72125 0.12292 0.24165
C -2.54528 2.43715 0.01665
H -3.44922 1.96465 -0.33236
Se 4.18463 -4.16212 -0.70490
Se -0.46184 -2.43171 0.11939
Se 1.66148 -6.98065 0.40800
```

## Properties
* energy above the lowest of the compared OMol25 structures with the same formula, charge and spin: 22.52 kcal per mole
* molecular weight: 767.6 g mol⁻¹
* gap between HOMO and LUMO: 6.3659 eV
* F_max: 1.10 eV/Å
* total charge: -1


(8)
C10H19Br9Cl3O4P as an isolated structure at a distorted geometry. Source: the OMol25 dataset; level of theory: wB97M-V/def2-TZVPD.

The geometry in XYZ format:
```
46
Properties=species:S:1:pos:R:3
C 1.58516 -21.44590 5.88775
H 10.49207 -22.78773 8.46726
H 11.04238 -23.64215 7.02963
Br 5.45594 -18.91292 6.44122
C 4.40330 -22.00353 11.97888
H 11.21310 -22.72855 1.87472
C 10.29049 -22.94679 7.40944
C 8.93468 -23.50769 7.17467
Br 0.28016 -22.15951 4.66815
H 4.78836 -24.01257 1.59833
O 8.75132 -21.95988 4.04479
C 4.78899 -22.05122 7.68643
Br 3.91053 -20.20443 11.56281
Br 3.65581 -17.91538 8.80160
H 6.10050 -17.64065 8.42327
H 5.01917 -23.89820 4.22844
O 8.70339 -23.72211 5.77704
C 5.73115 -23.52558 3.49607
Br 2.86567 -23.13620 12.22876
H 5.59837 -22.45711 3.33591
H 5.51945 -25.37051 2.47082
C 10.75751 -22.19454 2.70488
H 6.55015 -24.26262 1.65768
H 1.69872 -22.14788 6.69635
O 6.87604 -21.90291 5.75754
Cl 3.29229 -21.85594 8.58240
C 9.26797 -22.52472 2.81164
H 10.42674 -22.00215 6.87689
O 7.03467 -23.80938 4.05182
H 11.23706 -22.49820 3.63386
C 5.23343 -17.56220 7.79068
H 8.87043 -24.49288 7.64951
P 7.75233 -22.76098 4.96577
Br 5.69060 -22.12364 13.38611
H 8.12862 -22.94345 7.63395
H 10.86942 -21.12143 2.55159
Cl 4.92869 -23.72343 7.16627
H 9.14342 -23.60893 2.74711
H 8.70377 -22.11440 1.96897
Br 1.04292 -19.75101 6.53809
Cl 6.16324 -21.57514 8.67950
Br 5.15739 -15.80674 7.01198
H 4.88101 -22.39798 11.09814
Br 3.31825 -21.37063 5.03579
H 4.80331 -21.40158 6.82092
C 5.62165 -24.30855 2.23091
```

## Properties
* molecular weight: 1059.7 g mol⁻¹
* gap between HOMO and LUMO: 9.9888 eV
* F_max: 1.39 eV/Å
* total charge: 0


Number 8 is which compound?
C10H19Br9Cl3O4P